1.
Entry from the OMol25 dataset: C4H4O in the gas phase (ωB97M-V with the def2-TZVPD basis set).

Each line ends with the Löwdin charge.
Atoms and positions in Å:
C -1.60693 0.83453 -1.24469  0.1299
C -0.74287 0.09515 -0.85286  -0.0721
C 0.19747 -0.70125 -0.09105  -0.3136
C 1.08221 -0.00165 0.84981  -0.1167
O -0.07878 -0.66663 1.30556  -0.0299
H -2.40555 1.48791 -1.51068  0.0298
H 0.48668 -1.67621 -0.47977  0.1411
H 1.05094 1.08761 0.85821  0.1192
H 2.01682 -0.45947 1.16546  0.1123

Results
net charge	0
highest occupied orbital energy	-0.370	hartree
structure (SMILES)	C#C[C@H]1CO1
Kohn-Sham gap	0.410	hartree
F_max	0.6	eV/Å
energy above the lowest of the compared OMol25 structures with the same formula, charge and spin	59.48	kcal/mol

2.
Entry from the OMol25 dataset: a molecular structure, C40H35FLuN8O5S2 in a non-equilibrium geometry (ωB97M-V with the def2-TZVPD basis set).

Each line ends with the Löwdin charge.
Atoms and positions in Å:
Lu -1.32971 1.60130 -0.64646  1.7474
N -7.07128 -3.02607 -4.52349  0.1118
C -6.16347 -2.44742 -3.68057  -0.3181
C -6.58505 -1.81108 -2.50548  -0.0169
C -5.67258 -1.21466 -1.65976  -0.0561
C -4.32182 -1.27708 -1.96172  -0.2824
C -3.88290 -1.91564 -3.11158  -0.0588
C -4.79237 -2.50989 -3.95934  -0.0189
S -3.16769 -0.20152 -1.16031  0.5697
O -3.16182 -0.16940 0.29771  -0.3043
O -1.83830 -0.50759 -1.68419  -0.3647
N -3.49678 1.26491 -1.67396  -0.1657
C -4.14780 2.09197 -0.82398  -0.5083
N -3.35248 2.99050 -0.18858  0.0426
C -3.93528 3.84306 0.64268  -0.0970
C -5.30626 3.83858 0.85174  -0.0286
C -6.02745 2.87881 0.15582  -0.1063
N -5.46397 2.00682 -0.65902  0.1580
H -8.03676 -2.75380 -4.44230  0.0987
H -6.75969 -3.25415 -5.45227  0.0972
H -7.64230 -1.76349 -2.28971  0.1127
H -5.99177 -0.67323 -0.78358  0.1065
H -2.82740 -1.91475 -3.32884  0.1110
H -4.46103 -3.00243 -4.86097  0.1118
H -3.27220 4.52616 1.16309  0.1258
H -5.78177 4.53858 1.51951  0.1027
H -7.10243 2.79149 0.24358  0.1124
S -2.46679 1.77433 -5.05757  1.1193
C -3.32271 3.19687 -4.54705  -0.4538
C -4.37220 3.86181 -5.16024  -0.0864
C -4.81986 5.03511 -4.58633  -0.0870
C -4.24963 5.52889 -3.41390  -0.0800
C -3.23021 4.85230 -2.78135  -0.0266
C -2.75256 3.67264 -3.34949  -0.3286
N -1.69595 2.93663 -2.88738  0.0192
C -1.39210 1.94816 -3.68604  -0.5522
C -0.22860 1.10964 -3.47401  -0.3050
C 0.21868 0.25332 -4.48365  -0.0649
C 1.34213 -0.52090 -4.27850  -0.0933
C 2.04510 -0.39495 -3.09144  -0.1032
C 1.60102 0.47147 -2.10253  -0.1501
C 0.42934 1.23814 -2.21053  -0.1735
H -4.80715 3.48606 -6.07276  0.1072
H -5.61701 5.58844 -5.05846  0.1029
H -4.60691 6.46291 -3.00640  0.1032
H -2.78859 5.22088 -1.86958  0.1079
H -0.32744 0.20181 -5.41856  0.0853
H 1.67193 -1.21041 -5.04121  0.0985
H 2.93964 -0.98335 -2.93105  0.0915
H 2.20372 0.57096 -1.20416  0.0773
F 3.54223 -3.44022 0.13595  0.0615
C 3.26931 -2.52448 1.09555  -0.1814
C 2.19998 -1.68761 0.90947  0.0953
C 1.86836 -0.73491 1.87072  -0.0347
C 0.75556 0.18638 1.60546  -0.2733
O 0.04986 0.07139 0.58865  -0.0635
C 0.59289 1.20097 2.61256  -0.0035
C 1.30757 1.15373 3.76557  0.0564
N 2.29087 0.25267 4.02643  0.0063
C 2.90832 0.19179 5.32294  -0.2582
C 3.12227 1.41892 6.15268  -0.0749
C 4.29965 0.72830 5.54063  -0.0986
C 2.63029 -0.66097 3.05547  -0.1131
C 3.73952 -1.50448 3.19776  0.0628
C 4.08727 -2.43580 2.22944  -0.1448
N 5.26968 -3.18212 2.40767  -0.1183
C 5.45173 -3.94657 3.62263  -0.1165
C 6.92552 -3.78671 4.05276  -0.0760
N 7.68884 -3.37301 2.84564  0.0431
C 7.33072 -4.20233 1.66796  -0.0764
C 5.88789 -3.83836 1.27086  -0.1305
C -0.37419 2.38792 2.40435  -0.5914
O -0.55787 3.13127 3.35252  0.0546
O -0.84748 2.51135 1.23282  -0.1807
H 1.59753 -1.75303 0.01699  0.1411
H 1.08520 1.88041 4.53496  0.1425
H 2.64394 -0.71630 5.85713  0.1569
H 2.96651 1.32024 7.21562  0.1122
H 2.83031 2.37873 5.76218  0.1094
H 4.97204 0.18450 6.18884  0.0995
H 4.78715 1.20376 4.70380  0.1120
H 4.37011 -1.39772 4.06415  0.1050
H 5.21813 -5.00487 3.45212  0.1385
H 4.78113 -3.58498 4.39951  0.1314
H 7.32786 -4.72088 4.44597  0.1389
H 7.03923 -3.00948 4.81006  0.1368
H 8.69686 -3.37337 3.02475  0.1933
H 7.37248 -2.41928 2.61922  0.1908
H 7.41962 -5.25482 1.93687  0.1399
H 8.01915 -3.99314 0.84889  0.1409
H 5.35749 -4.74463 0.95581  0.1370
H 5.89501 -3.14298 0.43082  0.1398

Results
net charge	+1
highest occupied orbital energy	-0.333	hartree
Kohn-Sham gap	0.215	hartree
F_max	2.1	eV/Å
energy above the lowest of the compared OMol25 structures with the same formula, charge and spin	29.78	kcal/mol

3.
Entry from the OMol25 dataset: C3H6N2O in the gas phase in a non-equilibrium geometry (ωB97M-V with the def2-TZVPD basis set).

Each line ends with the Löwdin charge.
Atoms and positions in Å:
H -0.51495 -1.49609 -0.95405  0.0479
N -1.25381 -0.86289 -0.65292  0.1464
C -0.78930 0.12655 -0.00122  -0.3341
C -1.96363 1.13605 0.23880  -0.2079
O -1.87809 2.33499 0.21872  0.0627
N 0.62864 0.40916 0.31105  -0.0311
C 1.74351 -0.45420 -0.19973  -0.1279
H -2.95132 0.61805 0.30159  0.1181
H 0.82884 0.13848 1.25323  0.0882
H 1.78333 -1.50626 0.16945  0.0834
H 2.68038 -0.00748 0.18708  0.0851
H 1.75685 -0.43883 -1.27804  0.0692

Results
net charge	0
highest occupied orbital energy	-0.364	hartree
structure (SMILES)	[H]/N=C(/C=O)NC
Kohn-Sham gap	0.380	hartree
F_max	2.1	eV/Å
energy above the lowest of the compared OMol25 structures with the same formula, charge and spin	56.93	kcal/mol